Computed, not measured: C4H12N2O in the gas phase, with wB97M-V/def2-TZVPD.

For the highest occupied orbital energy, the calculation gives -0.3220 hartree. The value obtained for the energy above the lowest of the compared OMol25 structures with the same formula, charge and spin is 55.0 kcal per mole. For the total energy, the calculation gives -344.2974 hartree. As for the spin multiplicity: 1.

Geometry as XYZ:
```
19
C4H12N2O (wB97M-V/def2-TZVPD)
O -3.28687 1.13163 -0.25208
N 0.04115 0.33363 1.01939
N 1.34108 -1.94475 -0.98848
C 1.76435 -0.48431 -0.74429
C -0.88705 0.95045 0.08634
C -2.31354 0.76301 0.65853
C 1.47825 0.22887 0.65980
H 2.00167 -0.32064 1.38174
H -0.90679 0.52281 -0.91407
H 1.75376 -2.26075 -1.84957
H -0.17215 -0.67167 1.22858
H -3.53435 0.27851 -0.69504
H 1.92800 1.23636 0.57354
H -2.22343 -0.32771 0.83791
H -2.43429 1.15439 1.63168
H 1.92340 -2.45687 -0.32098
H 2.91184 -0.37068 -0.84343
H 1.26623 0.16955 -1.49787
H -0.65129 2.06820 0.02830
```



Computed, not measured: a molecular structure, C24H19CaO5P, with wB97M-V/def2-TZVPD.

For the highest occupied orbital energy, the calculation gives -0.5392 hartree. Its net charge is +2. The value obtained for the energy above the lowest of the compared OMol25 structures with the same formula, charge and spin is 0.0 kcal per mole. For the total energy, the calculation gives -2320.6040 hartree. As for the spin multiplicity: 1.

Geometry as XYZ:
```
50
C24H19CaO5P (wB97M-V/def2-TZVPD)
Ca -2.36432 0.08242 0.88234
P 1.11322 -0.13576 0.39752
O -2.14458 3.24769 -1.12742
O -2.60935 -2.43546 -1.89281
O -2.67185 0.71348 -2.79343
O -4.84982 -0.20978 3.59016
O -0.33176 -0.12006 0.95763
C 1.13326 -3.77415 -2.41839
C -4.12107 -0.11667 2.70527
C 2.49353 -0.97171 4.15910
C 3.61306 -0.45856 1.66380
C 1.39363 1.51407 -0.28658
C 3.88666 -0.95868 4.03449
C -2.65486 -1.76747 -0.94813
C 0.63219 1.96947 -1.37676
C 1.62881 4.16300 -1.18749
C 1.66229 -0.72087 3.06219
C 1.94263 -2.65610 -0.43893
C 0.73900 3.28571 -1.81202
C 2.34314 3.74399 -0.06503
C 0.29752 -2.68726 -2.69942
C 1.18417 -1.51440 -0.76947
C -6.51774 -0.05068 -1.14239
C 4.43417 -0.70490 2.77451
C 2.20223 -0.45917 1.78686
C 2.22467 2.42926 0.38839
C -6.43620 1.27243 -0.94083
C -2.31440 2.37877 -0.37716
C -2.62077 0.47000 -1.65620
C 0.34677 -1.54921 -1.90060
C 1.93831 -3.77127 -1.27753
H -0.23623 -0.66107 -2.17134
H 1.72916 5.18297 -1.55030
H 2.80265 2.09440 1.25188
H 2.57799 -4.62025 -1.03390
H -6.67834 1.71592 0.02340
H 2.05136 -1.16778 5.13624
H -6.82619 -0.72766 -0.34717
H 1.13575 -4.63754 -3.07796
H -6.01468 1.93932 -1.68797
H 3.00904 4.43045 0.45733
H 0.57760 -0.70962 3.20214
H -0.02199 1.27032 -1.91004
H 4.53000 -1.12949 4.90188
H 5.51965 -0.68277 2.66129
H 0.15222 3.62670 -2.66973
H -0.36959 -2.72161 -3.57018
H 4.08848 -0.24793 0.69767
H -6.16734 -0.51242 -2.06217
H 2.56796 -2.65006 0.45729
```



Computed, not measured: 3 unconnected molecules or ions with the total composition C22H42FN3O3, with wB97M-V/def2-TZVPD.

For the highest occupied orbital energy (spin up / spin down), the calculation gives -0.2942 / -0.3329 hartree. For the total energy, the calculation gives -1353.1910 hartree. As for the spin multiplicity: 3.

Geometry as XYZ:
```
71
C22H42FN3O3 (wB97M-V/def2-TZVPD)
F -1.82052 0.41741 -1.20369
O 1.01839 -3.04756 -0.67899
O 2.46269 2.70857 -4.15797
O -2.76300 -0.55473 1.93430
N -0.08380 -1.12730 -1.47276
N -3.15109 -0.21694 3.11099
N 3.20866 1.71472 -3.82718
C -2.28635 -1.93703 -1.53436
C -1.37176 -3.15438 -1.24852
C -4.25166 -2.42414 4.63775
C 1.88473 1.83955 -1.76368
C -2.29890 0.01108 5.44932
C -5.01337 -1.79402 3.47293
C -2.74199 -2.26851 4.45398
C 4.49346 1.73064 -4.58779
C 5.14442 0.33772 -4.64941
C 3.25769 1.53614 -2.34431
C -5.27589 0.18520 1.96185
C 0.02077 -2.52271 -1.11124
C -2.29049 -0.83557 4.16517
C 5.45342 2.72998 -3.94653
C -1.40620 -0.84403 -0.93678
C 5.63878 2.49086 -2.44830
C -0.84817 -0.85205 3.67590
C -5.18300 0.54262 4.38177
C 4.20059 2.12595 -6.02804
C -4.63510 -0.33317 3.24171
C 3.55966 0.07284 -1.97564
C 4.29203 2.47620 -1.72340
H 3.39874 -0.07740 -0.90940
H 4.41198 -0.42239 -4.92158
H 4.43353 2.19487 -0.67844
H -2.33897 -1.77031 -2.60139
H 6.26367 3.28211 -2.03037
H -6.08934 -1.85593 3.64621
H -0.70755 -1.51911 2.82849
H -1.52635 -0.34823 6.12818
H 5.12527 2.09020 -6.60307
H -5.00731 -0.41020 1.09301
H 5.07229 3.74401 -4.10063
H 6.41531 2.67510 -4.46053
H -1.63926 -3.54895 -0.27646
H 2.88594 -0.60036 -2.50491
H 6.17686 1.55604 -2.27054
H 1.11452 1.24036 -2.24260
H -1.44499 -3.90127 -2.01970
H 1.61478 2.88869 -1.86375
H -4.80869 -2.36671 2.56286
H 5.92228 0.33960 -5.41232
H -0.06500 -1.04001 -2.48039
H -4.49841 -3.48524 4.69996
H 1.88127 1.59795 -0.70214
H 3.49015 1.43409 -6.48178
H -4.56691 -1.98528 5.58784
H -3.23433 -0.02770 6.00039
H -6.26374 0.62924 4.27795
H -2.21888 -2.62445 5.34312
H 3.88795 3.49322 -1.72098
H -3.24528 -2.08763 -1.06664
H -5.00729 0.13917 5.37478
H -4.98253 1.21808 1.77304
H -2.08096 1.05376 5.21766
H -0.52151 0.14587 3.38312
H 4.58174 -0.23506 -2.18072
H -2.42454 -2.91214 3.62750
H 3.79706 3.13193 -6.10670
H -4.76236 1.54717 4.33742
H -6.35950 0.15252 2.06740
H 5.62826 0.03347 -3.72610
H -1.34151 -1.07230 0.12328
H -0.20536 -1.20040 4.48292
```



Computed, not measured: 2 unconnected molecules or ions with the total composition C4H9NO, with wB97M-V/def2-TZVPD.

For the highest occupied orbital energy, the calculation gives -0.2953 hartree. The value obtained for the energy above the lowest of the compared OMol25 structures with the same formula, charge and spin is 233.2 kcal per mole. For the total energy, the calculation gives -287.4609 hartree. As for the spin multiplicity: 1.

Geometry as XYZ:
```
15
C4H9NO (wB97M-V/def2-TZVPD)
O -2.38316 1.02445 0.68523
N 1.47592 -1.60742 -0.90457
C -0.54070 -0.43243 -1.16180
C 0.98384 -0.03964 0.79764
C 0.27518 0.71807 1.62156
C 0.85709 -0.17932 -0.60964
H -0.87299 -1.34078 -0.70346
H 1.87975 -0.54015 1.05456
H 1.34424 0.61625 -1.24856
H -1.34926 0.41940 -0.81456
H -0.48269 -0.45960 -2.22034
H 0.66165 1.00119 2.61188
H -0.94977 0.88323 1.36220
H -2.96201 1.41199 1.28955
H 2.06292 -1.47527 -1.75969
```



> What is the spin multiplicity in the second record?

1